(1)
{"formula": "C28H27NO4", "method": "ωB97M-V with the def2-TZVPD basis set", "elements": ["C", "C", "C", "C", "C", "C", "C", "C", "C", "O", "N", "C", "C", "O", "O", "C", "C", "O", "C", "C", "C", "C", "C", "C", "C", "C", "C", "C", "C", "C", "C", "C", "C", "H", "H", "H", "H", "H", "H", "H", "H", "H", "H", "H", "H", "H", "H", "H", "H", "H", "H", "H", "H", "H", "H", "H", "H", "H", "H", "H"], "xyz": [[1.075, 0.320, -4.322], [2.082, -0.419, -3.429], [2.048, -1.903, -3.805], [3.497, 0.116, -3.697], [1.754, -0.180, -1.965], [1.545, -1.214, -1.060], [1.310, -0.965, 0.280], [1.265, 0.339, 0.759], [1.067, 0.686, 2.189], [0.622, 1.757, 2.562], [1.429, -0.269, 3.082], [1.453, 0.038, 4.493], [0.327, 1.002, 4.873], [0.487, 1.999, 5.517], [-0.862, 0.471, 4.557], [-2.012, 1.232, 4.898], [-2.502, 2.186, 3.805], [-3.056, 3.213, 4.121], [-2.311, 1.782, 2.401], [-2.297, 2.796, 1.440], [-2.148, 2.510, 0.095], [-2.021, 1.191, -0.290], [-2.028, 0.165, 0.669], [-2.175, 0.449, 2.013], [-1.860, -1.105, -0.019], [-1.774, -2.398, 0.471], [-1.597, -3.438, -0.427], [-1.517, -3.192, -1.789], [-1.607, -1.899, -2.285], [-1.770, -0.857, -1.397], [-1.869, 0.616, -1.666], [1.432, 1.383, -0.146], [1.681, 1.125, -1.478], [0.069, -0.051, -4.141], [1.319, 0.156, -5.369], [1.087, 1.391, -4.139], [1.068, -2.332, -3.608], [2.800, -2.464, -3.255], [2.259, -2.013, -4.867], [3.558, 1.184, -3.503], [3.773, -0.060, -4.735], [4.218, -0.388, -3.058], [1.564, -2.241, -1.386], [1.133, -1.803, 0.939], [1.925, -1.089, 2.773], [2.399, 0.508, 4.788], [1.311, -0.885, 5.061], [-2.809, 0.512, 5.112], [-1.809, 1.830, 5.794], [-2.398, 3.816, 1.779], [-2.135, 3.305, -0.637], [-2.195, -0.346, 2.741], [-1.843, -2.591, 1.531], [-1.524, -4.453, -0.065], [-1.386, -4.019, -2.473], [-1.555, -1.718, -3.349], [-2.725, 0.858, -2.302], [-0.972, 0.996, -2.160], [1.374, 2.396, 0.222], [1.828, 1.961, -2.145]], "forces_ev_per_a": [[0.139, -0.084, 0.124], [0.074, -0.048, -0.204], [0.011, 0.241, 0.088], [-0.162, -0.074, 0.014], [-0.034, -0.085, 0.098], [0.118, -0.033, -0.117], [0.099, 0.204, 0.205], [0.046, -0.013, -0.397], [0.088, -0.120, -0.071], [0.249, 0.214, -0.186], [0.033, -0.368, 0.209], [-0.031, 0.367, 0.018], [0.495, -0.130, 0.500], [-0.063, -0.035, 0.005], [-0.222, -0.288, -0.177], [-0.216, 0.395, 0.498], [0.174, -0.210, 0.355], [0.055, -0.081, 0.054], [-0.124, 0.104, -0.653], [-0.012, -0.093, 0.187], [-0.004, -0.031, 0.016], [-0.046, -0.122, 0.291], [-0.135, 0.520, 0.002], [-0.104, 0.203, -0.067], [-0.042, -0.340, -0.412], [-0.029, 0.148, -0.002], [0.044, -0.140, 0.066], [0.043, -0.075, -0.137], [-0.030, -0.007, 0.002], [-0.073, -0.131, 0.210], [0.001, 0.072, -0.118], [-0.008, -0.009, 0.161], [0.007, 0.003, 0.038], [-0.154, -0.017, -0.007], [0.016, -0.010, -0.128], [-0.031, 0.136, 0.008], [-0.107, -0.115, 0.032], [0.056, -0.121, 0.065], [0.025, -0.008, -0.097], [0.034, 0.131, 0.018], [0.047, -0.008, -0.140], [0.100, -0.035, 0.055], [-0.019, -0.115, -0.082], [-0.031, -0.084, 0.061], [-0.068, 0.140, -0.067], [-0.235, -0.043, 0.001], [0.025, 0.100, -0.014], [0.105, 0.073, -0.032], [-0.148, -0.115, -0.209], [-0.019, 0.086, 0.033], [-0.001, 0.093, -0.067], [0.041, -0.092, 0.090], [-0.006, -0.037, 0.130], [-0.005, -0.078, 0.027], [0.004, -0.071, -0.050], [0.018, 0.018, -0.109], [-0.005, 0.018, -0.024], [0.006, 0.019, -0.039], [-0.013, 0.103, 0.036], [0.027, 0.083, -0.090]], "charge": 0, "homo_energy_ev": -8.29, "e_tot_ha": -1438.96563, "de_lowest_kcal_mol": 0.0, "smiles": "CC(C)(C)c1ccc(C(=O)NCC(=O)OCC(=O)c2ccc3c(c2)-c2ccccc2C3)cc1", "largest_force_ev_per_a": 0.7}

(2)
{"formula": "C28H28AuCl3N6O4S3", "method": "ωB97M-V with the def2-TZVPD basis set", "elements": ["Au", "N", "C", "C", "C", "C", "C", "C", "S", "O", "O", "N", "C", "N", "C", "C", "C", "N", "H", "H", "H", "H", "H", "H", "H", "H", "H", "Cl", "C", "C", "C", "C", "C", "C", "N", "C", "C", "N", "C", "O", "C", "C", "C", "Cl", "S", "C", "C", "C", "Cl", "C", "H", "H", "H", "H", "H", "H", "H", "H", "H", "H", "H", "H", "H", "C", "S", "C", "O", "H", "H", "H", "H", "H", "H"], "xyz": [[0.452, 0.265, -0.215], [5.515, 0.917, -6.631], [4.576, 0.977, -5.680], [4.902, 0.676, -4.334], [3.947, 0.745, -3.363], [2.633, 1.110, -3.712], [2.289, 1.422, -5.041], [3.247, 1.344, -6.009], [1.451, 1.254, -2.531], [1.954, 1.590, -1.157], [0.330, 2.015, -2.984], [0.927, -0.321, -2.055], [-0.316, -0.699, -2.623], [-0.463, -0.774, -3.924], [-1.681, -1.129, -4.334], [-2.729, -1.358, -3.450], [-2.463, -1.215, -2.102], [-1.233, -0.908, -1.680], [6.466, 0.677, -6.411], [5.303, 1.146, -7.587], [5.918, 0.404, -4.078], [4.201, 0.537, -2.332], [1.277, 1.712, -5.285], [2.995, 1.575, -7.036], [-1.824, -1.215, -5.404], [-3.713, -1.628, -3.803], [-3.225, -1.352, -1.345], [3.609, 4.377, -1.847], [2.883, 4.545, -0.282], [3.393, 3.834, 0.792], [2.779, 3.967, 2.027], [1.665, 4.784, 2.218], [0.986, 4.754, 3.570], [-0.422, 4.121, 3.509], [-0.338, 2.747, 2.999], [-0.284, 1.576, 3.719], [-0.074, 0.574, 2.829], [0.002, 1.138, 1.572], [-0.162, 2.446, 1.712], [0.894, 6.033, 4.136], [1.139, 6.060, 5.551], [2.524, 5.607, 5.888], [2.842, 4.401, 6.439], [1.739, 3.156, 6.895], [4.527, 4.174, 6.645], [4.843, 5.717, 5.971], [3.704, 6.363, 5.616], [1.206, 5.511, 1.122], [-0.159, 6.569, 1.256], [1.802, 5.395, -0.127], [4.255, 3.195, 0.663], [3.171, 3.416, 2.875], [1.597, 4.095, 4.197], [-1.084, 4.686, 2.859], [-0.855, 4.092, 4.507], [-0.389, 1.564, 4.790], [0.043, -0.483, 2.983], [-0.138, 3.172, 0.916], [0.399, 5.451, 6.078], [0.988, 7.098, 5.839], [5.858, 6.071, 5.894], [3.686, 7.353, 5.183], [1.423, 5.965, -0.964], [2.371, -3.788, 0.496], [0.876, -2.973, -0.028], [-0.327, -3.981, 0.816], [0.892, -1.659, 0.784], [2.370, -4.797, 0.083], [2.406, -3.807, 1.583], [3.208, -3.226, 0.090], [-0.283, -4.988, 0.401], [-1.307, -3.548, 0.623], [-0.109, -3.988, 1.882]], "forces_ev_per_a": [[0.603, 0.149, 0.213], [-0.025, 0.004, 0.002], [0.018, -0.008, -0.005], [-0.006, 0.008, 0.029], [0.001, -0.077, -0.055], [0.255, 0.239, 0.423], [0.082, -0.006, -0.035], [-0.015, 0.009, 0.009], [-0.700, -0.466, -0.231], [-0.162, 0.016, -0.114], [0.046, -0.043, -0.035], [0.194, 0.166, -0.349], [-0.111, 0.052, 0.097], [0.045, -0.089, 0.025], [0.001, 0.019, 0.007], [-0.014, -0.007, 0.007], [-0.001, -0.043, -0.023], [-0.012, 0.104, -0.014], [0.005, -0.001, -0.005], [0.008, -0.002, -0.006], [0.008, 0.008, -0.019], [-0.017, 0.007, 0.002], [-0.007, 0.014, 0.019], [0.022, -0.005, -0.007], [0.004, 0.007, -0.001], [0.000, 0.002, 0.004], [-0.004, -0.004, -0.004], [0.000, 0.013, -0.007], [0.039, -0.030, 0.083], [-0.027, 0.042, -0.019], [-0.019, 0.002, -0.028], [0.049, -0.066, 0.068], [-0.068, -0.113, -0.063], [0.097, -0.023, 0.015], [-0.061, 0.031, -0.151], [0.066, 0.066, 0.080], [0.058, 0.021, -0.022], [-0.031, -0.117, 0.144], [0.006, -0.019, -0.009], [0.022, 0.046, 0.005], [-0.023, -0.007, 0.008], [-0.009, -0.001, -0.018], [0.009, -0.006, -0.005], [-0.006, -0.001, -0.002], [-0.003, -0.001, 0.003], [0.001, 0.002, -0.001], [0.002, 0.006, 0.008], [-0.003, 0.002, -0.010], [-0.019, 0.027, -0.026], [-0.022, 0.025, -0.034], [0.003, 0.003, 0.004], [0.000, 0.002, 0.000], [0.016, 0.033, 0.038], [0.017, 0.047, 0.029], [-0.002, -0.047, 0.003], [-0.007, -0.004, -0.004], [-0.015, 0.000, 0.003], [-0.018, 0.001, 0.007], [-0.005, 0.005, 0.004], [0.001, 0.005, -0.012], [-0.002, 0.000, 0.001], [-0.001, -0.002, 0.001], [-0.002, 0.004, 0.006], [0.008, 0.005, -0.004], [-0.032, 0.013, 0.006], [0.003, -0.012, -0.009], [-0.246, -0.018, -0.035], [-0.002, 0.003, 0.001], [0.002, -0.003, 0.000], [-0.001, 0.003, 0.002], [-0.002, 0.005, -0.002], [0.002, 0.005, 0.008], [0.003, 0.000, 0.001]], "charge": 2, "homo_energy_ev": -12.51, "e_tot_ha": -4423.49752, "de_lowest_kcal_mol": 23.3, "largest_force_ev_per_a": 0.9}

Number 2 is which compound?
C28H28AuCl3N6O4S3